C6H11NO | ωB97M-V/def2-TZVPD

The calculation puts the frontier orbital gap at 6.71 eV. The energy relative to the best compared isomer or geometry (same formula, charge and spin) is 142.2 kcal per mole. Its max |F| is 5.0 eV/Å. The LUMO energy is -1.8 eV.

Each line ends with the Mulliken charge.
Atoms and positions in Å:
1 O 0.040 1.878 0.136  -0.47
2 N -2.361 -0.630 0.163  -0.58
3 C 0.486 -1.000 -0.437  -0.56
4 C 2.453 -0.425 1.057  -1.13
5 C -1.700 0.245 -0.528  0.12
6 C -0.522 -0.349 -1.344  -0.82
7 C -0.984 1.367 0.639  -0.48
8 C 1.728 -0.538 -0.259  0.06
9 H -1.812 2.031 0.917  0.37
10 H 1.701 -0.449 1.848  0.29
11 H -2.301 0.861 -1.195  0.51
12 H -0.840 -1.034 -2.133  0.40
13 H 2.212 -0.064 -1.112  0.32
14 H 3.080 -1.303 1.228  0.35
15 H 0.103 -1.827 0.153  0.38
16 H -0.073 0.548 -1.762  0.36
17 H 2.974 0.524 1.112  0.30
18 H -0.820 0.769 1.552  0.28
19 H -3.363 -0.604 -0.034  0.28

C6H11NO2 | ωB97M-V/def2-TZVPD

The calculation puts the frontier orbital gap at 10.58 eV. The energy relative to the best compared isomer or geometry (same formula, charge and spin) is 95.1 kcal per mole. Its max |F| is 4.9 eV/Å. The LUMO energy is 0.9 eV.

Each line ends with the Mulliken charge.
Atoms and positions in Å:
1 O -0.123 1.178 -2.005  -0.63
2 O 0.141 1.587 0.596  -0.56
3 N 1.333 -0.049 2.582  -0.67
4 C 0.542 -0.304 1.286  -0.20
5 C -0.098 -1.157 -1.875  -1.62
6 C 0.867 0.423 0.057  -0.10
7 C -0.116 0.145 -1.067  1.07
8 C -0.809 0.453 1.107  -0.02
9 C -1.344 -0.022 -0.182  -1.12
10 H -2.038 0.698 -0.600  0.37
11 H -0.536 1.803 -1.315  0.46
12 H 1.080 1.043 2.796  0.33
13 H 0.760 -1.244 -2.614  0.35
14 H 2.388 -0.177 2.437  0.28
15 H -0.997 -1.173 -2.511  0.41
16 H -0.203 -2.158 -1.226  0.26
17 H 0.415 -1.365 1.063  0.32
18 H -1.751 -1.033 -0.273  0.36
19 H -1.518 0.676 1.968  0.38
20 H 2.005 0.676 -0.224  0.32

C6H11NO2 | ωB97M-V/def2-TZVPD

The calculation puts the frontier orbital gap at 9.29 eV. The energy relative to the best compared isomer or geometry (same formula, charge and spin) is 93.9 kcal per mole. Its max |F| is 4.6 eV/Å. The LUMO energy is 0.5 eV.

Each line ends with the Mulliken charge.
Atoms and positions in Å:
1 O 3.561 -0.815 -1.362  -0.43
2 O 3.308 1.342 -0.942  -0.61
3 N 1.204 -0.835 0.579  -0.11
4 C 2.857 0.211 -0.807  0.54
5 C 1.567 -0.364 -0.560  -0.30
6 C -1.689 -1.241 -0.203  -1.23
7 C -1.077 1.135 -0.754  -1.14
8 C -1.638 0.061 0.081  1.07
9 C -2.138 0.546 1.493  -1.26
10 H -2.799 1.493 1.372  0.29
11 H -0.869 0.761 -1.725  0.38
12 H 0.010 1.304 -0.460  0.18
13 H 4.413 -0.471 -1.637  0.33
14 H 0.470 -1.515 0.709  0.28
15 H -2.794 -0.132 1.983  0.40
16 H -1.277 0.728 2.071  0.29
17 H 1.979 -0.804 1.346  0.26
18 H -1.512 2.157 -0.631  0.37
19 H -1.451 -1.630 -1.138  0.41
20 H -2.124 -1.930 0.584  0.28

C6H11NO2 | ωB97M-V/def2-TZVPD

The calculation puts the frontier orbital gap at 8.32 eV. The energy relative to the best compared isomer or geometry (same formula, charge and spin) is 130.1 kcal per mole. Its max |F| is 6.7 eV/Å. The LUMO energy is -0.2 eV.

Each line ends with the Mulliken charge.
Atoms and positions in Å:
1 O -2.017 -0.041 -1.250  -0.49
2 O -1.191 1.879 -0.416  -0.63
3 N 0.252 0.120 -0.828  0.25
4 C 1.275 1.045 -1.238  -0.91
5 C 0.706 0.301 2.044  -0.74
6 C -0.916 -0.265 1.575  -0.55
7 C -1.572 -1.177 2.035  0.08
8 C 0.401 -1.279 -1.160  -0.93
9 C -1.061 0.650 -0.492  0.55
10 H 1.405 -1.544 -1.500  0.30
11 H 0.663 1.372 1.877  0.24
12 H 0.675 0.034 3.092  0.36
13 H 0.159 -1.858 -0.267  0.29
14 H -1.967 -2.060 2.464  0.39
15 H 2.219 0.566 -1.508  0.30
16 H -2.646 0.624 -1.559  0.34
17 H 1.545 -0.185 1.561  0.26
18 H 0.923 1.650 -2.078  0.29
19 H -0.303 -1.563 -1.943  0.30
20 H 1.451 1.730 -0.409  0.30